[1]
26
Properties=species:S:1:pos:R:3:lowdin_charge:R:1 method="wB97M-V/def2-TZVPD" smiles="CC(N)=O.CCCCC" spin_multiplicity=1 fmax_ev_per_a=5.88 charge=0 relative_energy_kcal_mol=82.6 e_tot_ev=-11069.558 lumo_ev=0.73 homo_ev=-9.7
C 3.355 -1.184 -0.108 -0.129
C 1.754 -1.157 -0.003 -0.271
C 1.411 0.260 -0.213 -0.272
C -0.048 0.730 0.242 -0.285
C -0.423 2.226 0.120 -0.107
C -2.500 -0.961 0.032 -0.633
C -2.581 0.242 -0.927 -0.052
H 3.514 -1.231 -1.179 0.042
H 3.885 -0.213 0.373 0.103
H 3.796 -2.214 0.419 0.115
H 1.426 -1.275 1.069 0.118
H 1.442 -1.836 -0.815 0.116
H 2.233 0.776 0.343 0.103
H 1.408 0.587 -1.198 0.088
H -0.101 0.286 1.291 0.090
H -0.739 0.106 -0.452 0.073
H -0.352 2.375 -0.953 0.072
H -1.520 2.523 0.297 0.090
H 0.385 2.742 0.692 0.090
H -1.706 -1.533 1.879 0.171
H -1.708 0.167 1.706 0.132
H -2.055 -0.145 -1.817 0.103
H -2.244 1.210 -0.502 0.028
H -3.687 0.335 -1.176 0.112
N -2.268 -0.731 1.338 0.089
O -2.679 -2.085 -0.457 0.013

[2]
13
Properties=species:S:1:pos:R:3:lowdin_charge:R:1 method="wB97M-V/def2-TZVPD" smiles=C1C[C@H]2C[C@@H]12 spin_multiplicity=1 fmax_ev_per_a=2.96 charge=0 relative_energy_kcal_mol=82.3 e_tot_ev=-5310.596 lumo_ev=1.23 homo_ev=-8.5
C -0.320 0.346 1.322 -0.098
C -0.740 -0.720 0.344 -0.265
C -0.890 -0.115 -1.027 -0.041
C 0.874 0.329 -0.854 -0.096
C 0.710 -0.326 0.477 -0.297
H -0.596 1.382 1.119 0.109
H -0.278 0.086 2.374 0.100
H -1.180 -1.647 0.707 0.124
H -1.534 0.761 -1.084 0.083
H -0.192 -0.300 -1.837 0.053
H 1.604 -0.216 -1.503 0.111
H 1.082 1.392 -0.941 0.092
H 1.461 -0.970 0.904 0.125

[3]
20
Properties=species:S:1:pos:R:3:lowdin_charge:R:1 method="wB97M-V/def2-TZVPD" spin_multiplicity=1 fmax_ev_per_a=6.72 charge=0 relative_energy_kcal_mol=163.0 e_tot_ev=-9937.130 lumo_ev=-3.53 homo_ev=-8.1
C -0.740 -0.144 0.055 -0.047
C 0.242 -1.297 -0.028 -0.136
C 1.566 -1.017 -0.628 -0.197
N 1.537 -1.405 -2.191 0.022
C 0.525 -1.911 1.310 -0.061
H -0.541 0.543 0.895 0.101
H -1.766 -0.487 0.233 0.109
H -0.800 0.475 -0.849 0.087
H 2.563 -1.414 -0.260 0.142
H 0.508 -1.431 -2.050 0.044
H 1.785 -2.399 -2.325 0.062
H 1.121 -2.841 1.170 0.100
H -0.346 -2.145 1.929 0.091
H 1.149 -1.221 1.949 0.137
H -1.406 2.514 0.268 -0.051
H -1.171 1.865 2.336 -0.068
O -1.861 2.047 1.687 -0.331
H 1.569 0.060 -0.851 0.131
H -1.423 3.475 -0.820 0.021
O -0.806 2.807 -0.490 -0.158

[4]
98
Properties=species:S:1:pos:R:3:lowdin_spin:R:1 method="wB97M-V/def2-TZVPD" s2=0.7542 spin_multiplicity=2 fmax_ev_per_a=2.29 charge=+1 relative_energy_kcal_mol=47.1 e_tot_ev=-45818.908 lumo_ev="-3.04 / -9.51" homo_ev="-11.1 / -11.1"
C 24.959 -25.980 14.916 0.007
C 24.343 -25.718 16.311 0.012
C 23.008 -24.906 16.228 0.084
O 23.019 -23.808 15.289 0.663
C 21.840 -23.038 15.284 0.073
N 24.271 -27.078 16.959 -0.002
H 25.303 -25.021 14.528 0.000
H 24.189 -26.296 14.212 0.002
H 25.775 -26.701 14.864 0.000
H 25.123 -25.055 16.685 0.005
H 22.733 -24.477 17.192 0.036
H 22.225 -25.569 15.861 0.045
H 21.696 -22.595 14.298 0.009
H 21.864 -22.256 16.043 0.044
H 20.914 -23.594 15.434 0.016
H 23.807 -27.686 16.299 0.000
H 23.692 -27.169 17.782 0.000
C 31.167 -29.837 14.094 0.000
C 31.940 -28.862 15.047 0.000
O 32.767 -27.964 14.364 0.000
H 30.538 -29.301 13.384 0.000
H 30.533 -30.357 14.813 0.000
H 31.758 -30.583 13.563 0.000
H 32.485 -29.472 15.767 0.000
H 31.207 -28.268 15.594 0.000
H 33.431 -27.635 14.975 0.000
C 29.340 -24.443 12.175 0.000
C 30.763 -25.061 12.310 0.000
O 30.678 -26.500 12.150 0.000
H 28.638 -24.624 12.989 0.000
H 28.882 -24.746 11.233 0.000
H 29.326 -23.358 12.077 0.000
H 31.241 -24.760 13.242 0.000
H 31.377 -24.659 11.504 0.000
H 31.568 -26.857 12.097 0.000
C 22.822 -30.167 11.384 0.000
C 22.391 -29.049 10.484 0.000
O 21.471 -29.560 9.494 0.000
H 23.532 -29.739 12.092 0.000
H 23.314 -31.016 10.911 0.000
H 21.900 -30.485 11.872 0.000
H 23.274 -28.639 9.994 0.000
H 21.893 -28.203 10.959 0.000
H 21.909 -29.911 8.715 0.000
C 29.755 -28.202 8.224 0.000
C 29.405 -26.791 8.689 0.000
O 28.648 -26.241 7.620 0.000
H 30.398 -28.725 8.931 0.000
H 30.298 -28.227 7.279 0.000
H 28.870 -28.829 8.111 0.000
H 30.335 -26.233 8.795 0.000
H 28.814 -26.777 9.605 0.000
H 29.319 -25.859 7.051 0.000
C 23.257 -25.009 11.808 0.003
C 24.577 -24.537 11.205 0.000
O 24.644 -25.167 9.925 0.000
H 23.058 -24.369 12.668 0.001
H 23.280 -26.035 12.175 0.000
H 22.413 -24.843 11.138 0.000
H 25.427 -24.924 11.767 0.000
H 24.497 -23.457 11.081 0.000
H 25.424 -24.848 9.466 0.000
C 26.009 -28.144 12.198 0.000
C 27.394 -27.500 12.327 0.000
O 28.478 -28.339 12.696 0.000
H 25.726 -28.514 13.184 0.000
H 26.005 -29.056 11.600 0.000
H 25.222 -27.513 11.785 0.000
H 27.259 -26.751 13.107 0.000
H 27.583 -26.869 11.459 0.000
H 29.206 -27.722 12.798 0.000
C 25.821 -29.257 8.598 0.000
C 26.520 -29.380 7.210 0.000
O 25.621 -29.673 6.204 0.000
H 25.031 -28.507 8.646 0.000
H 26.537 -28.853 9.315 0.000
H 25.467 -30.228 8.945 0.000
H 27.357 -30.077 7.150 0.000
H 26.985 -28.452 6.877 0.000
H 26.063 -29.759 5.356 0.000
C 29.276 -31.340 10.993 0.000
C 28.375 -31.881 9.874 0.000
O 29.045 -32.780 9.076 0.000
H 28.839 -30.599 11.662 0.000
H 30.210 -30.955 10.583 0.000
H 29.574 -32.111 11.704 0.000
H 28.087 -31.096 9.174 0.000
H 27.402 -32.266 10.179 0.000
H 29.439 -33.482 9.598 0.000
C 26.555 -32.058 13.467 0.000
C 25.127 -32.227 14.082 0.000
O 25.331 -32.229 15.446 0.000
H 26.504 -31.884 12.392 0.000
H 27.191 -32.906 13.724 0.000
H 26.991 -31.168 13.921 0.000
H 24.742 -33.213 13.825 0.000
H 24.370 -31.512 13.761 0.000
H 25.390 -31.325 15.762 0.000